ORCA calculation (the ωB97M-V functional and the def2-TZVPD basis) on 2 unconnected molecules or ions with the total composition C10H25BCl2OP.

Positions of all 40 atoms, in Å:
H (-2.922, -1.375, -1.088)
H (1.477, 1.947, 1.283)
Cl (5.458, 0.413, -1.120)
O (-1.715, 2.567, -1.260)
H (2.754, 0.421, -0.651)
H (-1.070, 2.282, 1.503)
H (-1.167, -1.287, 1.139)
C (-1.603, -2.085, 0.535)
C (-1.868, -1.586, -0.906)
H (-3.056, 3.351, 1.782)
H (5.798, -0.618, -3.202)
H (-1.837, 0.713, 1.637)
H (0.958, -1.349, -0.296)
H (2.468, -0.885, 1.899)
H (-0.866, -2.883, 0.476)
C (4.925, -0.369, -2.612)
H (-1.556, -2.352, -1.618)
H (3.615, 0.419, 1.480)
H (-2.653, -2.908, 2.215)
C (-2.868, -2.628, 1.185)
H (1.289, -0.860, -1.933)
Cl (4.012, -1.855, -2.297)
C (-3.223, 2.377, 1.334)
H (-3.793, 2.513, 0.418)
H (4.280, 0.318, -3.148)
H (2.581, 0.540, 2.896)
H (0.575, 0.453, 1.349)
C (1.710, 0.672, -0.465)
C (-1.865, 1.652, 1.088)
H (-3.682, -1.906, 1.176)
H (-2.298, 2.430, -2.014)
C (2.623, 0.193, 1.864)
P (-0.867, -0.128, -1.294)
H (-3.186, -3.536, 0.674)
C (1.535, 0.885, 1.049)
H (-3.814, 1.792, 2.033)
B (-1.547, 1.514, -0.419)
C (0.877, -0.509, -0.986)
H (1.487, 1.576, -1.036)
H (-0.967, 0.093, -2.671)

Output
Multiplicity: 1
Electronic energy (eV): -47828.0288
Frontier orbital gap (eV): 9.92
Total charge: +1
Strongest force on any atom (eV Å⁻¹): 0.65
E_HOMO (eV): -13.540

=====

ORCA calculation (the ωB97M-V functional and the def2-TZVPD basis) on a gas-phase ion, C6H14N3 (charge +1).

Positions of all 23 atoms, in Å:
H (2.929, -2.446, 0.456)
H (-2.826, -0.460, 0.461)
H (1.319, -3.189, 0.386)
H (-1.408, -0.063, -1.615)
C (-1.230, 1.956, -1.469)
H (-0.601, -1.778, -0.100)
H (2.938, 1.151, -0.967)
C (-0.927, 0.312, 0.335)
H (-0.393, 1.118, 0.854)
C (2.001, -0.033, 0.319)
H (-0.611, 2.665, -0.918)
H (1.938, -2.553, 1.915)
C (-0.235, -1.037, 0.615)
C (1.266, -1.063, 0.549)
N (-0.855, 0.606, -1.088)
N (2.717, 0.957, 0.007)
H (-2.725, 1.113, 0.932)
H (-1.039, 2.075, -2.534)
H (3.093, 1.596, 0.704)
N (-2.242, 0.225, 0.928)
C (1.911, -2.394, 0.835)
H (-2.283, 2.195, -1.276)
H (-0.537, -1.363, 1.613)

Output
Multiplicity: 1
Electronic energy (eV): -10911.4912
Frontier orbital gap (eV): 8.18
SMILES: CN[C@@H](N)CC(C)=C=[NH2+]
Total charge: +1
Strongest force on any atom (eV Å⁻¹): 0.81
E_HOMO (eV): -12.179

=====

ORCA calculation (the ωB97M-V functional and the def2-TZVPD basis) on C4H6N2 in the gas phase.

Positions of all 12 atoms, in Å:
H (-0.281, 1.926, 0.691)
N (-0.170, -1.064, 0.035)
C (0.653, 0.022, 0.110)
N (2.037, -0.212, 0.274)
H (0.134, -1.993, 0.271)
H (2.535, 0.654, 0.446)
H (-2.281, 1.370, -0.479)
C (-0.147, 1.152, -0.041)
C (-1.476, -0.671, -0.193)
H (2.447, -0.621, -0.569)
C (-1.466, 0.681, -0.299)
H (-2.294, -1.370, -0.165)

Output
Multiplicity: 1
Electronic energy (eV): -7224.2348
Frontier orbital gap (eV): 8.65
SMILES: Nc1ccc[nH]1
Total charge: 0
Strongest force on any atom (eV Å⁻¹): 2.10
E_HOMO (eV): -7.622

=====

ORCA calculation (the ωB97M-V functional and the def2-TZVPD basis) on 4 unconnected molecules or ions with the total composition CH3NOS2.

Positions of all 8 atoms, in Å:
S (-0.497, -1.319, 2.008)
C (-0.040, 0.413, -2.956)
S (1.170, -0.872, 2.919)
O (-1.579, -0.428, 2.418)
N (0.853, -0.174, -3.331)
H (0.222, 0.453, 0.914)
H (-0.912, 0.917, -2.606)
H (0.783, 1.009, 0.633)

Output
Multiplicity: 1
Electronic energy (eV): -26290.5323
Frontier orbital gap (spin up / spin down) (eV): 7.95 / 7.95
Total charge: 0
Strongest force on any atom (eV Å⁻¹): 3.51
E_HOMO (spin up / spin down) (eV): -10.288 / -10.289

=====

ORCA calculation (the ωB97M-V functional and the def2-TZVPD basis) on a molecular structure, C14H7IrN2O7S.

Positions of all 32 atoms, in Å:
O (-2.832, -3.400, -1.248)
H (1.918, 5.925, -0.007)
C (1.028, 5.312, -0.006)
Ir (0.220, 1.268, 0.017)
C (1.754, -3.504, -0.001)
H (-2.408, 5.521, -0.011)
O (-1.667, 1.381, 0.014)
C (2.029, -4.853, -0.005)
C (1.146, 3.977, 0.001)
O (0.546, -0.746, 0.007)
N (0.019, 3.182, 0.002)
O (-3.461, 2.772, 0.003)
N (-1.518, -1.716, 0.005)
C (-0.359, -5.432, -0.005)
O (3.504, 3.502, 0.009)
C (-1.279, 3.703, -0.001)
S (-2.170, -3.260, 0.002)
C (0.985, -5.806, -0.006)
C (-2.252, 2.673, 0.005)
C (-0.622, -4.084, -0.001)
O (2.030, 1.784, 0.017)
H (1.237, -6.859, -0.009)
C (2.378, 3.163, 0.009)
O (-2.831, -3.406, 1.251)
C (-0.292, 5.888, -0.011)
C (-0.141, -1.793, 0.004)
C (-1.415, 5.092, -0.008)
H (3.056, -5.195, -0.006)
H (-0.399, 6.963, -0.017)
H (2.540, -2.761, 0.000)
C (0.406, -3.124, 0.001)
H (-1.152, -6.167, -0.006)

Output
Multiplicity: 6
Electronic energy (eV): -45604.5216
Frontier orbital gap (spin up / spin down) (eV): 6.46 / 4.85
Expectation value of S²: 8.7905
Total charge: +1
Strongest force on any atom (eV Å⁻¹): 7.15
E_HOMO (spin up / spin down) (eV): -10.722 / -12.828

=====

ORCA calculation (the ωB97M-V functional and the def2-TZVPD basis) on a molecular structure, C28H24BrN2O6PPt.

Positions of all 63 atoms, in Å:
C (-4.183, 3.354, -0.345)
H (-0.918, -0.154, 4.838)
Pt (-0.537, -1.082, -0.337)
H (-1.728, -4.684, 2.592)
H (3.398, -0.028, 1.336)
C (4.803, -1.414, -1.404)
H (7.529, -0.210, 0.200)
H (-1.529, 6.099, -0.708)
O (2.095, -2.012, -1.759)
O (-2.659, -1.166, -0.497)
H (2.193, 1.329, -3.524)
C (4.175, -0.326, 0.652)
C (-0.938, 0.963, -1.265)
N (-0.573, -4.213, -1.006)
H (-1.871, 0.082, -2.991)
H (-1.698, 2.865, 1.905)
H (0.172, 0.220, -4.397)
H (-4.923, 2.568, -0.264)
C (-1.685, 1.821, 2.189)
O (-0.671, -5.295, 0.932)
C (-3.612, 5.671, -0.486)
C (-2.099, 0.841, 1.292)
H (6.895, -1.425, -1.858)
C (-1.222, 1.449, 3.441)
O (1.556, -0.820, 0.044)
H (-0.826, 2.198, 4.110)
C (-0.950, 0.496, -2.600)
H (2.232, 2.181, -1.218)
N (-0.378, -3.082, -1.812)
O (-2.966, -2.666, 1.135)
C (-0.810, -5.222, 2.351)
H (4.491, -1.947, -2.289)
C (-2.618, -1.569, 0.741)
H (0.256, 1.979, 0.234)
Br (5.995, 0.908, 2.453)
C (5.506, -0.047, 0.882)
O (-0.204, -3.096, 0.947)
C (6.494, -0.438, -0.007)
H (-5.616, 4.939, -0.288)
H (-0.580, -5.141, -1.410)
H (0.038, -4.697, 2.795)
C (-1.727, -0.851, 2.987)
C (0.228, 1.601, -0.780)
C (1.338, 1.709, -1.595)
H (0.623, -2.890, -2.014)
P (-2.595, 1.157, -0.436)
C (-2.276, 5.324, -0.608)
H (-1.795, -1.884, 3.286)
C (-2.842, 2.995, -0.452)
C (0.180, 0.603, -3.388)
C (-1.255, 0.123, 3.848)
C (-4.570, 4.679, -0.362)
C (3.827, -1.013, -0.502)
H (-0.844, 3.747, -0.734)
C (6.132, -1.123, -1.156)
H (-0.857, -6.248, 2.702)
C (-2.112, -0.504, 1.697)
C (-0.464, -4.117, 0.336)
C (-1.888, 3.994, -0.607)
C (1.320, 1.224, -2.896)
H (-3.906, 6.710, -0.495)
H (-0.930, -3.143, -2.659)
C (2.382, -1.323, -0.774)

Output
Multiplicity: 1
Electronic energy (eV): -127267.6666
Frontier orbital gap (eV): 6.33
Total charge: 0
Strongest force on any atom (eV Å⁻¹): 2.37
E_HOMO (eV): -7.647

=====

ORCA calculation (the ωB97M-V functional and the def2-TZVPD basis) on 2 unconnected molecules or ions with the total composition C2H4O4.

Positions of all 10 atoms, in Å:
C (-1.701, 0.445, 0.202)
H (-1.680, 1.107, 1.007)
O (-0.407, 0.078, -0.033)
O (3.036, 1.400, -0.345)
H (-2.188, 0.786, -0.660)
C (2.810, 0.312, -0.132)
H (-2.168, -0.442, 0.674)
H (-0.072, -1.597, -0.877)
O (2.744, -0.796, 0.103)
O (-0.374, -1.294, 0.061)

Output
Multiplicity: 1
Electronic energy (eV): -10325.8548
Frontier orbital gap (eV): 10.67
SMILES: O=C=O.COO
Total charge: 0
Strongest force on any atom (eV Å⁻¹): 4.03
E_HOMO (eV): -10.055

=====

ORCA calculation (the ωB97M-V functional and the def2-TZVPD basis) on 3 unconnected molecules or ions with the total composition C18H43N4O6S.

Positions of all 72 atoms, in Å:
H (-0.454, 3.620, -3.167)
C (-5.000, -2.021, 3.266)
H (-2.981, -3.486, 3.943)
H (-0.473, 5.659, -2.395)
H (4.688, -1.993, -3.234)
O (5.414, -3.869, -1.128)
H (4.474, -5.482, -1.854)
S (-2.709, 2.275, -2.303)
H (-3.699, -4.092, 5.418)
H (5.573, -1.812, -1.349)
H (2.487, -2.386, -2.120)
C (-1.591, -0.955, 3.978)
C (-3.429, 1.714, 3.006)
C (-3.592, -3.194, 4.806)
O (3.373, 0.054, -2.313)
H (3.548, -4.605, -3.849)
H (4.195, -2.367, -0.347)
C (0.861, 4.935, -0.977)
H (1.710, 5.553, -1.225)
H (0.123, -0.534, 0.114)
H (-3.592, -1.914, 6.504)
H (-5.952, -2.226, 2.776)
C (-0.333, 0.238, -0.427)
H (2.744, -0.255, -4.285)
H (1.512, -0.329, -3.020)
C (5.234, -2.560, -0.627)
O (-2.660, 0.643, 2.480)
H (-2.017, -2.586, 6.127)
H (5.259, 0.022, -3.206)
H (-3.951, 1.425, 3.921)
H (-0.607, -1.223, 4.374)
H (-0.666, 0.261, 2.497)
O (-2.988, 3.548, -2.836)
H (-4.194, -2.203, 2.549)
C (-3.857, 1.977, -0.973)
C (1.118, 3.525, -1.628)
O (-2.664, 1.254, -3.258)
C (4.326, -4.400, -1.861)
H (3.382, -4.220, -1.332)
N (3.965, -2.572, -3.637)
H (-4.817, 1.807, -1.436)
H (-1.218, 1.178, 3.901)
C (4.491, 0.726, -2.874)
H (1.883, -2.572, -3.777)
O (-4.906, -2.863, 4.394)
C (2.544, -0.604, -3.268)
N (-2.539, -0.861, 5.077)
C (-0.763, 1.200, -0.942)
H (-4.180, 1.981, 2.262)
H (-1.166, 5.410, -0.898)
C (2.668, -2.112, -3.169)
H (5.856, -2.456, 0.262)
H (1.341, 2.829, -0.826)
H (-5.007, -0.967, 3.561)
H (1.989, 3.558, -2.266)
N (-0.328, 5.655, -1.400)
H (-3.529, 1.169, -0.329)
C (-2.912, -2.142, 5.680)
H (5.248, -4.182, -3.765)
H (0.839, 4.801, 0.093)
H (-3.913, 2.880, -0.380)
H (-1.881, -1.724, 3.249)
C (4.271, -3.970, -3.326)
H (4.194, 1.361, -3.713)
H (4.923, 1.354, -2.096)
H (-3.381, -0.408, 4.751)
H (-1.201, 3.104, -0.728)
C (-1.475, 0.357, 3.228)
H (-2.806, 2.591, 3.207)
C (-0.033, 2.959, -2.427)
N (-1.108, 2.423, -1.491)
H (0.339, 2.096, -2.962)

Output
Multiplicity: 1
Electronic energy (eV): -48430.1950
Frontier orbital gap (eV): 7.38
Total charge: +1
Strongest force on any atom (eV Å⁻¹): 3.38
E_HOMO (eV): -10.638

=====

ORCA calculation (the ωB97M-V functional and the def2-TZVPD basis) on C4H8N2S in the gas phase.

Positions of all 15 atoms, in Å:
H (0.437, 2.313, 0.821)
C (-0.188, 1.813, 0.092)
H (2.871, -1.517, 0.039)
H (2.359, 1.578, -0.316)
C (1.787, -1.570, 0.080)
S (-2.454, -0.356, 0.028)
H (1.357, -2.118, -0.756)
H (-1.257, 1.857, 0.255)
H (-0.147, 2.286, -0.980)
C (1.504, -0.092, 0.016)
C (-0.820, -0.560, -0.154)
H (-0.379, -1.509, -0.501)
H (1.679, -2.075, 1.113)
N (2.517, 0.602, -0.065)
N (0.147, 0.445, 0.017)

Output
Multiplicity: 1
Electronic energy (eV): -18091.9358
Frontier orbital gap (eV): 8.92
SMILES: [H]/N=C(/C)N(C)C=S
Total charge: 0
Strongest force on any atom (eV Å⁻¹): 4.69
E_HOMO (eV): -8.764

=====

ORCA calculation (the ωB97M-V functional and the def2-TZVPD basis) on 2 unconnected molecules or ions with the total composition C26H52N4O4P.

Positions of all 87 atoms, in Å:
H (-4.569, -0.439, -0.931)
H (1.432, 3.708, -0.883)
H (-2.129, -1.695, -0.070)
H (-4.276, -3.037, -0.397)
H (-3.545, -3.270, 1.187)
H (7.293, -1.936, -1.779)
C (-2.489, 4.332, 4.871)
C (6.967, -1.977, -2.821)
H (-4.953, 1.056, 4.850)
H (-3.158, 0.742, -2.414)
H (9.243, -3.539, -4.684)
H (-2.968, 4.638, 7.024)
C (-7.132, -2.431, -1.249)
N (-2.042, 2.813, 6.418)
C (-1.874, 3.208, 4.253)
C (-2.547, 1.658, 0.310)
H (5.296, 0.993, -2.327)
H (3.717, 0.419, -2.829)
H (8.623, -5.230, -6.845)
H (4.562, 1.255, -0.027)
H (3.840, 3.316, -0.838)
H (0.193, 1.097, 1.028)
H (7.467, -1.143, -3.322)
C (3.185, 2.500, -1.154)
H (-7.036, -3.380, -0.724)
C (8.360, -4.170, -6.914)
H (8.049, -3.850, -2.759)
H (3.981, -1.551, -1.296)
H (-3.663, 0.141, 4.068)
H (3.019, 0.482, -0.370)
C (1.788, 2.722, -0.572)
C (8.232, -3.127, -4.776)
H (5.224, -1.165, -3.783)
H (8.335, -2.063, -5.028)
O (7.545, -3.792, -5.823)
H (4.944, -2.710, -3.019)
H (-7.974, -2.510, -1.939)
N (-2.065, 2.398, 1.291)
C (1.733, 2.608, 0.958)
H (-1.155, 1.314, 5.188)
C (-3.072, -1.350, 0.362)
H (0.484, 1.882, 2.563)
C (-3.613, -0.185, -0.485)
H (-4.225, 0.962, 1.217)
O (-6.386, -3.204, 1.843)
H (6.584, -3.914, -3.717)
C (-4.024, -2.534, 0.538)
H (-0.651, 3.575, 0.298)
C (5.446, -1.751, -2.885)
H (-8.279, -1.492, 0.325)
C (-4.631, 0.055, 4.564)
H (-2.839, -0.988, 1.365)
H (-6.242, -2.246, -1.854)
H (1.914, 3.592, 1.401)
H (7.808, -4.004, -7.839)
H (-0.904, 1.427, -0.841)
N (-1.914, 1.426, -0.862)
P (-5.537, -2.091, 1.421)
H (-1.638, 3.096, 3.206)
C (-2.577, 4.054, 6.209)
C (-7.409, -1.288, -0.300)
H (2.532, 1.956, 1.312)
C (-5.625, -0.596, 3.618)
H (-7.600, -0.368, -0.851)
C (-1.613, 2.288, 5.236)
C (-0.747, 3.044, 1.247)
H (9.282, -3.583, -6.957)
H (-2.650, 2.543, 2.100)
N (-3.748, 1.047, 0.327)
C (-2.633, 0.325, -1.555)
H (-4.484, -0.521, 5.476)
H (-6.316, 0.135, 3.194)
C (4.850, -1.006, -1.677)
O (-4.859, -1.173, 2.532)
H (5.581, -0.985, -0.862)
H (-6.218, -1.380, 4.089)
C (3.793, 1.133, -0.795)
H (-0.754, 3.800, 2.030)
H (1.119, 1.977, -1.027)
C (4.422, 0.424, -1.990)
C (7.444, -3.289, -3.472)
C (0.407, 2.068, 1.489)
H (3.103, 2.563, -2.242)
O (-6.298, -0.965, 0.577)
H (-1.947, -0.440, -1.909)
H (-1.975, 2.358, 7.311)
H (-2.819, 5.239, 4.394)

Output
Multiplicity: 1
Electronic energy (eV): -51241.2402
Frontier orbital gap (eV): 8.71
Total charge: +1
Strongest force on any atom (eV Å⁻¹): 1.29
E_HOMO (eV): -10.764

=====

ORCA calculation (the ωB97M-V functional and the def2-TZVPD basis) on C10H12O2S in the gas phase.

Positions of all 25 atoms, in Å:
O (3.192, 1.750, 0.856)
O (1.035, -1.492, -1.865)
H (3.620, -2.031, 0.011)
C (2.325, 1.116, 0.193)
S (0.844, 1.957, -0.062)
H (3.397, -0.063, -1.188)
C (0.129, 0.483, -0.892)
C (-3.702, 0.024, 2.314)
H (-3.207, -1.340, 0.809)
C (-0.992, -0.166, -0.036)
H (2.036, -2.083, 0.634)
H (-1.847, 1.403, 1.228)
H (-0.992, 0.209, -2.890)
C (-0.541, 1.018, -2.207)
H (0.169, 1.731, -2.706)
C (-2.947, -0.399, 1.281)
H (-1.308, -1.198, -0.167)
H (-3.451, 0.894, 2.880)
C (1.259, -0.529, -1.207)
H (3.299, -1.133, 1.329)
C (2.549, -0.258, -0.490)
H (-1.455, 1.725, -1.855)
H (-4.407, -0.657, 2.750)
C (2.876, -1.427, 0.416)
C (-1.881, 0.468, 0.864)

Output
Multiplicity: 1
Electronic energy (eV): -25492.3506
Frontier orbital gap (eV): 8.94
SMILES: C=C/C=C/[C@@]1(C)SC(=O)[C@@H](C)C1=O
Total charge: 0
Strongest force on any atom (eV Å⁻¹): 7.80
E_HOMO (eV): -8.711

=====

ORCA calculation (the ωB97M-V functional and the def2-TZVPD basis) on 2 unconnected molecules or ions with the total composition C5H7ClN2.

Positions of all 15 atoms, in Å:
H (-1.182, -0.331, -1.117)
N (0.711, 0.264, -0.246)
C (-0.496, -1.828, 0.071)
Cl (-4.180, 0.037, 0.178)
C (0.706, 1.553, -0.602)
C (2.470, 1.217, 0.520)
H (-1.363, -2.444, -0.168)
H (2.066, -0.930, 0.842)
N (1.781, 2.121, -0.233)
C (1.839, 0.039, 0.461)
H (-0.049, 2.225, -1.187)
H (3.345, 1.307, 1.092)
H (-5.382, -0.333, 0.089)
C (-0.347, -0.614, -0.497)
H (0.082, -2.283, 0.798)

Output
Multiplicity: 3
Electronic energy (eV): -20795.7671
Frontier orbital gap (spin up / spin down) (eV): 6.08 / 6.79
Expectation value of S²: 2.0091
Total charge: 0
Strongest force on any atom (eV Å⁻¹): 7.12
E_HOMO (spin up / spin down) (eV): -5.385 / -9.146